Below is a 14-piece molecular cluster, C40H96N6O22 overall, with properties calculated with ωB97M-V/def2-TZVPD.

The value obtained for the LUMO energy (alpha / beta) is 0.16962 / 0.16918 hartree. The spin multiplicity is 2. The HOMO-LUMO gap (alpha / beta) comes out at 0.060 / 0.231 Ha. As for the HOMO energy (alpha / beta): 2.975 / -1.677 eV. The net charge is -3.

Last column: Löwdin charge in e.
Cartesian coordinates (Å):
O (-0.6892, 1.2869, 5.4874)  -0.080
O (5.4216, -3.9271, 2.9032)  -0.149
O (-2.9014, -3.4356, 0.6733)  -0.117
O (5.3806, -0.7559, -2.3695)  -0.082
O (-4.1217, -4.6902, -0.6131)  -0.037
O (1.8209, -4.8779, -2.6196)  -0.074
O (-3.6750, 2.3703, 1.5704)  -0.054
O (0.5627, -5.5594, -4.2543)  -0.067
O (-2.8904, 4.7924, -4.4929)  -0.090
O (2.8185, 0.3510, -3.9517)  -0.203
O (-4.7829, 1.0337, 0.2390)  -0.050
O (-4.9237, -1.3492, 3.0138)  -0.201
O (1.1279, -0.7395, -0.7771)  -0.166
O (4.2068, 3.7414, -1.1852)  -0.153
O (-4.6564, 6.3863, 1.6998)  -0.209
O (0.1677, 4.3193, 0.3795)  -0.031
O (-2.8985, 3.7217, -2.5659)  -0.075
O (5.9486, -2.2130, 1.6379)  -0.111
O (0.0243, 6.2521, 1.4564)  -0.091
O (1.9296, -5.1917, 2.0718)  -0.217
O (-0.6052, -0.0692, 3.7073)  -0.117
O (7.3738, 0.1169, -1.9823)  -0.064
N (-2.7630, 4.7753, 0.1435)  0.257
N (2.9603, -4.0018, 4.4328)  0.186
N (-5.6259, -1.9245, 0.2082)  0.245
N (5.6125, 0.5664, 0.3929)  0.260
N (-2.2367, -0.6556, 0.9865)  0.270
N (3.6002, -2.5540, -3.9977)  0.259
C (1.4280, 6.1813, -0.4013)  -0.048
C (2.2524, -2.7407, -6.1397)  -0.031
C (2.9184, -1.7771, -5.1461)  -0.241
C (0.1430, -1.0341, 0.2240)  -0.194
C (4.5825, -3.9457, 0.6530)  -0.033
C (-7.2378, -3.7487, 0.8799)  -0.039
C (-2.4140, 4.0185, -3.6515)  -0.816
C (5.0015, 4.8539, -1.6611)  -0.105
C (0.8463, -4.7788, -3.3594)  -0.868
C (-0.8552, 1.2108, 0.2107)  -0.037
C (1.3958, -5.9648, 1.0506)  -0.123
C (1.9908, -0.6532, -4.4896)  -0.130
C (-2.9882, 6.3174, 0.0963)  -0.259
C (1.2094, -2.5445, 3.3627)  -0.059
C (-0.6976, 0.1518, 4.9472)  -0.782
C (4.5030, 1.5744, -0.0524)  -0.254
C (-3.1992, -4.5774, 0.1804)  -0.783
C (-1.0942, -0.2732, -0.0296)  -0.266
C (-4.4493, 6.6961, 0.3325)  -0.179
C (-5.8783, 6.8358, 2.3254)  -0.083
C (0.4906, 5.4727, 0.5842)  -0.806
C (-2.3604, 6.7778, -1.2065)  -0.033
C (6.3470, 0.8658, -4.0030)  -0.019
C (-6.4816, -2.4779, 1.3000)  -0.272
C (-5.9624, 2.8452, 1.2407)  -0.025
C (2.1782, 1.4478, -3.4280)  -0.110
C (-0.1577, -3.6186, -3.1452)  -0.024
C (1.0477, -5.0990, 3.1933)  -0.226
C (1.4243, -3.8968, 4.0953)  -0.346
C (3.3862, 1.6638, 1.0001)  -0.010
C (-2.3368, -5.6970, 0.5698)  -0.027
C (-4.3432, -1.3835, 4.3017)  -0.083
C (-4.7090, 2.0190, 0.9461)  -0.780
C (5.4048, -3.3455, 1.7747)  -0.753
C (2.2972, -1.4580, -0.6748)  -0.126
C (-5.6198, -2.5605, 2.6681)  -0.151
C (-1.0045, 3.4145, -3.8712)  -0.046
C (-0.6112, -1.1113, 5.7759)  -0.088
C (5.1092, 2.9674, -0.3641)  -0.192
C (6.3548, -0.0099, -2.6714)  -0.729
H (2.9994, -3.3296, -6.6720)  0.084
H (-7.1929, -1.6805, 1.5151)  0.139
H (-1.9030, -0.6173, 1.9390)  0.113
H (-1.5352, -5.7174, -0.1685)  0.078
H (-6.4929, -4.5129, 0.6578)  0.076
H (-0.5220, 1.3224, 1.2425)  0.097
H (1.5362, 1.2445, -2.5710)  0.090
H (-6.0194, 6.5617, 3.3709)  0.086
H (6.1658, 0.3427, -4.9420)  0.044
H (1.5847, -2.2085, -6.8171)  0.084
H (0.2451, -2.4565, 2.8621)  0.072
H (1.3396, -1.0380, -3.7047)  0.115
H (-3.0859, 6.5729, -1.9937)  0.084
H (-4.9720, -3.4344, 2.7380)  0.119
H (1.5002, -3.3383, -5.6248)  0.069
H (3.8963, -1.7669, -3.4382)  0.085
H (-7.9207, -4.1583, 1.6242)  0.077
H (2.3409, 6.5827, 0.0385)  0.056
H (-0.0770, -2.1002, 0.2809)  0.130
H (5.8632, 4.4861, -2.2182)  0.077
H (2.1936, -2.4915, -1.0051)  0.082
H (-6.0871, 3.3268, 2.2105)  0.067
H (-1.0321, -1.9203, 5.1788)  0.045
H (6.2575, 0.4625, -0.3774)  0.081
H (5.4221, 3.4393, 0.5673)  0.123
H (4.0832, 1.1388, -0.9591)  0.121
H (-6.6494, 6.3079, 1.7642)  0.072
H (-1.9838, -5.5008, 1.5822)  0.064
H (0.6097, -5.4392, 0.5085)  0.078
H (2.8321, -1.4563, 0.2749)  0.082
H (4.8011, -5.0130, 0.6863)  0.073
H (-1.7962, 4.5975, 0.3753)  0.097
H (0.9549, 7.0611, -0.8377)  0.050
H (-0.6390, -3.4396, -4.1067)  0.062
H (-6.0552, -1.9918, -0.7035)  0.166
H (4.4487, 5.5517, -2.2901)  0.085
H (1.9294, -2.5250, 2.5446)  0.067
H (5.1999, -0.3207, 0.6437)  0.108
H (5.5023, 1.5506, -3.9281)  0.050
H (3.5290, -3.8729, 0.9232)  0.045
H (-4.7675, -2.4516, 0.1345)  0.101
H (2.8291, -3.0542, -3.5790)  0.105
H (0.8930, -3.9296, 5.0464)  0.052
H (3.8194, 2.2191, 1.8320)  0.084
H (6.1215, 0.9178, 1.1913)  0.158
H (-1.3141, -1.0062, 6.6024)  0.057
H (0.2797, -2.7069, -2.7383)  0.033
H (-3.7532, -0.4679, 4.3412)  0.100
H (0.3817, -0.7887, 1.2588)  0.112
H (0.9832, -6.9157, 1.3878)  0.081
H (0.4269, -1.3281, 6.0276)  0.050
H (1.6719, 5.4999, -1.2164)  0.053
H (2.9914, 0.7046, 1.3350)  0.078
H (3.7987, -1.3889, -5.6585)  0.135
H (-0.8976, 2.5582, -3.2052)  0.046
H (-6.3387, -2.7689, 3.4605)  0.112
H (-0.9231, -3.8849, -2.4163)  0.064
H (-1.3201, 6.4938, -1.3654)  0.079
H (-7.9038, -3.5157, 0.0491)  0.077
H (2.9515, 2.0851, -2.9991)  0.079
H (-6.0342, 7.8946, 2.1186)  0.074
H (-4.6257, 7.7429, 0.0850)  0.127
H (4.7646, -3.5432, -0.3434)  0.067
H (-0.8091, 2.9907, -4.8563)  0.047
H (1.1585, -5.9073, 3.9161)  0.061
H (-5.1250, 6.0235, -0.1957)  0.126
H (-2.8648, 0.1295, 0.8902)  0.091
H (2.1691, -6.3954, 0.4144)  0.092
H (1.6818, 2.1103, -4.1371)  0.084
H (-3.2425, 4.3601, 0.9295)  0.108
H (-2.5460, -1.5800, 0.7223)  0.076
H (-0.1303, 1.6174, -0.4945)  0.074
H (6.0929, 2.9017, -0.8289)  0.111
H (3.1758, -4.7357, 5.0924)  -0.040
H (2.4971, 2.2306, 0.7238)  0.093
H (1.3761, -0.1179, -5.2132)  0.132
H (-2.2469, 7.8573, -1.3057)  0.075
H (-6.0222, 3.6311, 0.4877)  0.059
H (-0.1690, 4.0771, -3.6456)  0.059
H (-5.1165, -1.2592, 5.0598)  0.085
H (-3.1159, 4.1968, -0.6054)  0.105
H (3.4659, -4.1673, 3.5742)  0.074
H (4.3152, -3.1916, -4.3177)  0.167
H (-2.8303, -6.6689, 0.5751)  0.076
H (7.2727, 1.4005, -4.2160)  0.051
H (-1.6945, 1.8797, 0.0201)  0.069
H (-3.7057, -2.2645, 4.3770)  0.093
H (0.0008, -5.0989, 2.8901)  0.111
H (-5.4715, -0.9647, 0.4822)  0.105
H (-6.7731, 2.1373, 1.0682)  0.054
H (1.3910, -1.7030, 4.0314)  0.064
H (-1.4111, -0.3915, -1.0658)  0.155
H (-2.4306, 6.6673, 0.9650)  0.134
H (5.4073, 5.4838, -0.8695)  0.082
H (2.9281, -1.0377, -1.4580)  0.065
H (3.3700, -3.1830, 4.8593)  0.079